DFT (the ωB97M-V functional and the def2-TZVPD basis) results for a structure of composition C19H18Br4FeN2O2S5Si.

For the total energy, the calculation gives -403686.959 eV. Its spin multiplicity is 6. The calculation puts the energy above the lowest of the compared OMol25 structures with the same formula, charge and spin at 0.0000 eV. The calculation puts the HOMO energy (alpha / beta) at -0.187 / -0.192 hartree. The charge is -1.

```
52
Properties=species:S:1:pos:R:3:forces:R:3
Fe 0.216148 0.680676 0.320687 -0.4 0.0 -0.2
C -0.653721 2.324718 3.633671 0.0 0.0 0.0
C -1.187421 0.952860 3.338655 0.0 0.0 -0.1
C -1.948598 0.240298 4.246842 -0.1 -0.1 0.0
C -2.385455 -1.033375 3.872931 0.0 0.0 0.1
C -2.054119 -1.574183 2.655290 0.1 0.0 -0.1
C -1.241596 -0.816038 1.773280 -0.1 -0.1 0.1
N -0.870245 0.438509 2.149656 0.1 0.0 0.2
N -0.765946 -1.152199 0.562113 -0.1 0.0 0.0
Si -0.690547 -2.699750 -0.180174 0.0 0.1 0.0
C -0.447561 -2.473069 -2.025908 -0.1 0.0 -0.1
C 0.743447 -3.682775 0.505329 0.2 -0.1 0.1
C -2.247898 -3.732679 0.033896 -0.1 -0.1 0.0
H -1.368868 2.907429 4.214993 0.0 0.0 0.0
H -0.432449 2.847122 2.704875 0.0 0.0 0.0
H 0.271657 2.247830 4.208873 0.0 0.0 0.0
H -2.198939 0.667012 5.208122 0.0 0.0 0.0
H -3.005255 -1.605692 4.554881 0.0 0.0 0.0
H -2.402010 -2.554124 2.366307 0.0 0.0 0.0
H -0.171965 -1.447736 -2.274023 0.0 0.0 0.0
H -1.367100 -2.706404 -2.569760 0.0 0.0 0.0
H 0.332062 -3.137279 -2.407026 -0.1 0.0 0.0
H 1.640493 -3.057180 0.549240 0.0 0.0 0.0
H 0.963900 -4.555626 -0.116879 0.0 0.0 0.0
H 0.536376 -4.036692 1.519051 0.0 0.0 0.0
H -3.146702 -3.116514 -0.056427 0.0 0.0 0.0
H -2.285036 -4.250278 0.995189 0.0 0.0 0.0
H -2.284579 -4.492929 -0.751993 0.0 0.0 0.0
Br -3.674018 5.376357 -3.182455 0.0 0.1 0.0
C -2.513100 3.970016 -2.727738 0.1 -0.2 -0.4
C -2.040017 3.084597 -3.764674 -0.2 0.4 0.2
Br -2.564041 3.382657 -5.546339 0.0 0.0 -0.1
C -1.214807 2.040410 -3.463798 0.2 -0.2 0.5
Br -0.547514 0.830801 -4.730747 0.0 0.0 -0.1
C -0.795167 1.810961 -2.109451 -0.2 0.3 -0.2
O -0.034859 0.875491 -1.756173 0.3 0.0 -0.1
C -1.257555 2.722028 -1.060719 -0.1 0.1 -0.3
O -0.848231 2.510793 0.109447 0.1 0.0 0.0
C -2.134733 3.795910 -1.426628 0.3 -0.3 0.2
Br -2.692294 4.898760 -0.015875 0.0 0.1 0.0
C 2.694638 -1.304097 -1.895707 0.0 -0.1 -0.1
S 4.095153 -1.605308 -0.798290 0.0 0.0 0.1
C 4.545166 0.043024 -0.415507 0.0 0.0 0.0
C 3.845300 0.922016 0.333254 -0.2 0.0 -0.2
S 2.362650 0.692031 1.221606 0.3 0.0 0.3
S 4.603380 2.484570 0.505269 -0.1 0.2 0.1
C 6.052825 2.185856 -0.371897 0.2 0.2 0.0
S 7.269895 3.293453 -0.554711 -0.1 -0.1 0.0
S 6.075023 0.608646 -1.043813 0.1 -0.1 -0.1
H 2.263683 -2.279299 -2.115731 0.1 0.0 0.0
H 3.015044 -0.830033 -2.821390 0.0 0.0 0.0
H 1.945518 -0.691578 -1.399601 0.0 0.0 0.0
```
Forces are in eV/Å.